The molecule C31H40O2. Source: the Open Molecules 2025 dataset; level of theory: wB97M-V/def2-TZVPD.

XYZ file:
```
73
Properties=species:S:1:pos:R:3:lowdin_charge:R:1
C -3.18 -1.97 1.33 -0.160
H -3.29 3.59 0.90 0.115
H 2.20 2.39 1.01 0.095
C 0.86 0.95 -1.28 -0.070
H 0.50 -4.91 -1.74 0.077
C 2.04 -1.80 -0.49 -0.010
H -2.12 -3.43 -2.87 0.084
H 8.43 1.99 1.20 0.106
C -1.86 -1.81 0.56 -0.195
H -2.62 1.41 -2.07 0.065
C 6.59 1.65 0.16 0.001
H 1.80 -2.00 -1.53 0.090
H -5.97 1.66 -0.71 0.111
C -3.00 2.99 0.04 -0.079
H 2.49 1.67 -2.47 0.116
C -0.73 1.98 0.29 -0.163
C 2.17 0.74 -1.99 -0.117
H -3.82 0.28 -1.43 0.070
H -3.89 -2.50 0.70 0.118
C -0.46 -4.98 -1.22 -0.067
C -3.00 0.09 2.83 -0.044
H 2.40 3.05 -0.61 0.072
C 3.20 -0.87 -0.37 -0.107
C -1.34 -2.90 -2.32 -0.052
C 1.67 2.82 0.16 -0.021
H -4.81 1.78 2.10 0.100
C 7.51 0.15 1.79 -0.060
H -1.66 -1.87 -2.17 0.054
H 1.15 -1.36 -0.03 0.080
H -1.46 3.04 -1.45 0.110
H -0.44 -2.89 -2.95 0.077
C -4.77 -0.10 1.09 -0.096
H -6.40 1.17 1.63 0.114
C 4.44 1.19 -0.98 -0.294
C -1.56 3.11 -0.36 -0.178
H -5.26 -0.67 0.31 0.115
C -5.31 2.11 0.03 -0.165
O 4.55 2.18 -1.68 0.097
H 1.20 3.75 0.49 0.080
H -2.63 1.06 2.49 0.064
H -3.67 0.25 3.67 0.087
H 2.26 -2.73 0.02 0.084
C 6.43 -0.70 1.62 0.000
H -0.31 -5.48 -0.27 0.074
C 7.59 1.33 1.06 -0.060
H -4.33 1.57 -2.52 0.087
H 6.63 2.57 -0.41 0.119
C -3.73 -0.62 1.72 -0.297
H 2.03 -0.01 -2.77 0.123
O 4.22 -2.36 1.13 0.108
H -1.12 -5.59 -1.84 0.079
H -1.17 4.08 -0.06 0.108
C -3.91 2.20 -0.52 -0.303
C -1.05 -3.61 -1.03 -0.359
H -5.69 3.11 0.26 0.114
C 4.27 -1.30 0.55 -0.284
H -1.14 -1.28 1.20 0.108
C 0.63 1.86 -0.34 -0.286
H -2.05 -1.19 -0.32 0.085
C 5.41 -0.38 0.72 -0.083
H -3.00 -2.57 2.23 0.119
C 5.50 0.81 -0.01 -0.082
C -5.35 1.26 1.32 -0.181
H 8.29 -0.11 2.49 0.106
C -1.28 -3.13 0.18 -0.094
C 3.27 0.29 -1.06 -0.088
H -2.16 -0.50 3.17 0.076
H -1.28 1.05 0.16 0.089
H 0.05 0.29 -1.58 0.102
H -0.63 2.18 1.35 0.120
H -1.04 -3.76 1.03 0.113
C -3.64 1.32 -1.71 -0.037
H 6.35 -1.62 2.17 0.119
```

Computed properties:
DFT total energy, Eh: -1355.68929
Spin multiplicity: 1
SMILES: CC(C)=CCC/C(C)=C/CC/C(C)=C/CC/C(C)=C/CC1=C(C)C(=O)c2ccccc2C1=O
LUMO level, eV: -1.13
Total charge: 0
HOMO level, eV: -8.562



The ion CH3ClN3O with charge +1 at a distorted geometry. Source: the Open Molecules 2025 dataset; level of theory: wB97M-V/def2-TZVPD.

XYZ file:
```
9
Properties=species:S:1:pos:R:3:lowdin_charge:R:1
Cl 2.34 1.10 -0.26 0.684
C -0.74 0.24 -0.46 -0.165
H 2.75 -1.19 0.94 0.089
H -1.81 1.40 0.52 0.207
N 0.33 -0.55 -0.65 0.061
N 1.92 -1.46 0.49 0.262
N 1.43 -0.53 -0.06 -0.515
H -1.49 0.19 -1.37 0.208
O -1.00 0.80 0.65 0.168
```

Computed properties:
DFT total energy, Eh: -739.17192
Spin multiplicity: 1
SMILES: [H]/N=[N+](Cl)/N=C\O
LUMO level, eV: -6.41
Total charge: +1
HOMO level, eV: -16.222



A structure of composition C2H7ClO3SSi at a distorted geometry. Source: the Open Molecules 2025 dataset; level of theory: wB97M-V/def2-TZVPD.

XYZ file:
```
15
Properties=species:S:1:pos:R:3:lowdin_charge:R:1
S 2.84 -0.18 1.73 0.242
O 2.03 0.22 2.84 -0.335
H 0.19 -2.35 -0.81 0.053
O 3.54 0.78 0.96 -0.292
H 0.22 1.88 1.19 -0.001
C -0.36 -1.40 -0.71 -0.152
H 1.26 1.99 -0.13 0.021
Si 0.29 -0.39 0.71 0.462
C 0.41 1.47 0.24 -0.157
H -1.35 -1.48 -0.35 0.011
H -0.28 -0.85 -1.55 -0.011
H -0.40 2.03 -0.22 0.036
Cl 4.09 -1.55 2.32 0.511
H -0.26 -0.70 1.95 0.007
O 1.75 -1.08 0.79 -0.396
```

Computed properties:
DFT total energy, Eh: -1453.98706
Spin multiplicity: 1
LUMO level, eV: 0.26
Total charge: 0
HOMO level, eV: -10.637



A cluster of 5 separate species, C34H33BF4O7 in total. Source: the Open Molecules 2025 dataset; level of theory: wB97M-V/def2-TZVPD.

XYZ file:
```
79
Properties=species:S:1:pos:R:3:lowdin_charge:R:1
C -3.09 0.16 -2.24 -0.289
C 0.81 3.14 5.89 -0.019
H 2.76 1.72 2.24 0.113
C -4.57 2.02 -2.15 -0.080
F -2.80 -1.12 -1.91 0.046
C -8.58 4.70 -2.36 -0.020
C 5.62 -8.66 -0.97 -0.095
C 1.50 0.24 1.27 -0.143
C -10.03 2.78 -2.40 -0.097
O 0.90 -3.03 1.41 0.071
C -8.27 2.98 -4.02 -0.020
H 1.79 2.36 0.91 0.131
H -10.19 4.40 -0.99 0.104
O 6.48 0.30 -1.12 0.193
C 0.05 -1.14 -0.37 -0.156
C 1.39 -2.98 0.31 -0.358
C -1.56 3.05 4.43 -0.083
C 3.54 1.34 0.31 -0.059
H 0.94 0.28 2.21 0.109
C 5.83 -7.94 0.20 -0.081
H 0.90 0.80 -0.74 0.101
H 2.13 -0.65 1.27 0.098
C 2.38 1.50 1.24 -0.103
H 1.73 3.15 6.46 0.117
C 4.62 -6.71 -1.99 -0.016
H -0.41 0.76 0.45 0.124
H -1.25 0.41 -3.30 0.116
H 5.92 -9.69 -1.04 0.101
C 5.01 -8.04 -2.06 -0.082
C 4.72 0.72 0.50 0.081
H 4.66 1.14 3.18 0.096
H -8.26 5.65 -1.94 0.117
H -5.49 2.47 -1.82 0.102
H -7.72 2.60 -4.87 0.119
H -10.87 2.24 -1.98 0.101
C -7.91 4.18 -3.45 -0.296
F 1.14 0.86 5.41 0.054
H 4.14 -6.21 -2.82 0.118
C -9.34 2.28 -3.49 -0.083
H -1.08 0.97 4.10 0.116
C -1.15 4.23 5.03 -0.096
H -3.89 3.79 -3.15 0.101
C 4.85 -6.03 -0.81 -0.278
O 4.82 1.76 -1.59 0.149
C 0.49 0.24 0.11 -0.139
H 2.11 -3.72 -0.06 0.136
C -3.66 2.77 -2.90 -0.090
C -2.47 2.19 -3.31 -0.076
H -1.76 5.13 4.92 0.101
H -9.63 1.33 -3.92 0.105
C -4.28 0.71 -1.82 -0.016
C 0.39 1.97 5.29 -0.293
H -4.97 0.11 -1.24 0.118
C 5.14 -2.19 0.71 -0.047
C 5.49 0.86 -0.77 -0.377
O 5.83 -1.30 1.59 0.068
O 1.17 -2.03 -0.61 -0.020
C -9.65 4.00 -1.84 -0.085
C -2.17 0.88 -2.98 -0.022
F -6.86 4.86 -3.96 0.051
H 5.60 -3.17 0.81 0.083
H -0.69 -1.60 0.28 0.128
O 5.37 0.52 3.00 0.202
C 0.03 4.28 5.75 -0.083
B 5.30 -0.05 1.76 -0.583
H -0.42 -1.02 -1.35 0.102
H 5.24 -1.88 -0.34 0.095
H 5.61 -6.03 1.18 0.117
C 3.54 1.87 -1.10 -0.381
H 4.08 -2.27 0.96 0.082
C -0.78 1.90 4.56 -0.024
H 0.35 5.20 6.21 0.105
H 4.84 -8.60 -2.98 0.105
H -1.77 2.77 -3.90 0.107
H -2.48 3.01 3.87 0.105
C 5.45 -6.61 0.28 -0.015
H 6.30 -8.42 1.04 0.106
F 4.47 -4.73 -0.73 0.040
O 2.62 2.26 -1.76 0.168
```

Computed properties:
DFT total energy, Eh: -2266.49188
Spin multiplicity: 1
SMILES: COB(O)C1=C(CCCCOC=O)C(=O)OC1=O.Fc1ccccc1.Fc1ccccc1.Fc1ccccc1.Fc1ccccc1
LUMO level, eV: -0.74
Total charge: 0
HOMO level, eV: -9.464